1.
Molecular formula: C9H14
Method: DFT, ωB97M-V/def2-TZVPD

Structure (XYZ):
```
23
Properties=species:S:1:pos:R:3
C 0.1614 -0.4993 2.7017
H 0.3020 -0.8210 3.7289
C -1.1317 -0.5513 2.1664
H 1.8332 0.8998 0.1023
H 0.1413 -0.7764 -3.4793
C -0.2809 0.6443 0.2445
H -1.9287 -1.5970 3.8783
H -2.7318 -2.0085 2.3937
C 0.4314 0.2456 -3.7174
H -0.3950 0.8674 -3.3607
H 0.4653 0.3588 -4.8000
H 1.8652 1.6946 -2.9985
H -0.4775 1.1165 -0.7119
C 1.0119 0.6188 0.7442
H -2.3523 0.1833 0.5722
C 1.7767 0.6135 -3.1024
C -2.2475 -1.1920 2.9245
H 2.1922 0.0735 2.4488
H -3.0475 -0.4806 3.1074
H 2.6169 0.2607 -3.6938
H 1.9314 0.1530 -2.1261
C -1.3418 0.1062 0.9618
C 1.2059 0.0901 2.0154
```

Summary:
Net charge = 0
Total energy = -9559.968 eV
Maximum force = 0.0148 hartree/bohr
SMILES string = Cc1ccccc1.CC
Highest occupied orbital energy = -9.020 eV

***

2.
Molecular formula: C4H6N3
Method: DFT, ωB97M-V/def2-TZVPD

Structure (XYZ):
```
13
Properties=species:S:1:pos:R:3
C 1.1949 -1.6814 0.0200
H -0.4666 3.8844 1.4243
H -0.5821 -2.7873 -0.8056
H 1.8564 -1.7240 -0.8846
C -0.3929 0.2692 -0.5435
C -0.5220 1.5671 -0.7239
H -0.6922 1.8514 -1.6824
C -0.2156 -2.2115 0.0489
H 1.7195 -1.8027 1.0002
N 0.0884 -0.8178 -0.1905
N -0.9733 3.0263 1.1068
H -0.6895 -2.1151 1.0372
N -0.3249 2.5415 0.1932
```

Summary:
Net charge = +1
Total energy = -8702.734 eV
Maximum force = 0.0607 hartree/bohr
SMILES string = [H]/N=N/C=C=[N+]1CC1
Highest occupied orbital energy = -13.372 eV

***

3.
Molecular formula: C4H13N2O
Method: DFT, ωB97M-V/def2-TZVPD

Structure (XYZ):
```
20
Properties=species:S:1:pos:R:3
H 0.5947 0.4578 2.7996
C -0.1112 -1.2195 -1.2982
H -0.3417 -3.1236 -0.1489
H 1.7980 -1.2104 -0.3879
O 0.2779 2.4867 -1.2748
C 0.0710 0.4449 1.8475
H -0.7892 -0.3121 -1.5337
H -1.8705 -2.3087 -0.4725
N -0.5656 1.4871 1.3105
H 0.9977 2.9800 -0.8693
H 0.6096 -1.3910 1.6580
H -0.1923 2.1054 0.5656
C -0.8726 -2.4795 -0.8654
H -1.4763 1.8579 1.5553
N 0.2570 -0.6351 1.0741
C 0.8855 -0.6108 -0.2692
H 0.4391 -1.3036 -2.2503
H 1.1787 0.4144 -0.4987
H -1.0537 -3.1017 -1.7458
H 0.0914 2.7825 -2.1701
```

Summary:
Net charge = +1
Total energy = -9378.350 eV
Maximum force = 0.0736 hartree/bohr
Highest occupied orbital energy = -14.681 eV

***

4.
Molecular formula: C6H7LiO7Pd
Method: DFT, ωB97M-V/def2-TZVPD

Structure (XYZ):
```
22
Properties=species:S:1:pos:R:3
C -2.0628 2.3629 0.0909
C -1.4536 1.5263 1.1206
H 2.4345 -1.9750 -0.2933
O 1.6893 -0.0936 -0.3699
C -0.5591 -1.8123 0.6372
H -0.8166 2.0224 1.8518
O -0.7808 -1.7168 -0.7020
O -1.0711 1.3872 -0.3735
Li -2.1388 -0.2050 -1.2512
O 3.5953 -0.1138 0.9021
H 0.4882 -1.2962 -2.2961
O -1.4170 -1.8399 1.4595
C 0.4749 -1.9070 -1.3900
H -3.0716 2.1218 -0.2508
H -1.9852 0.6328 1.4512
O 2.1390 1.6344 0.8218
Pd 0.7950 1.5618 -0.7674
H 0.5800 -2.9622 -1.6600
H -1.7483 3.4020 -0.0054
C 2.6908 0.5417 0.4760
C 1.4641 -1.4720 -0.3209
O 0.7538 -1.7994 0.8695
```

Summary:
Net charge = +2
Total energy = -24331.592 eV
Maximum force = 0.0960 hartree/bohr
Highest occupied orbital energy (spin up / spin down) = -18.466 / -18.692 eV
Spin multiplicity = 3

***

5.
Molecular formula: C2H5NO2
Method: DFT, ωB97M-V/def2-TZVPD

Structure (XYZ):
```
10
Properties=species:S:1:pos:R:3
H 1.2416 1.5531 0.1653
O 2.9729 -0.3361 0.4812
H 0.2666 0.5436 -0.9034
N 1.1474 0.7158 -0.4152
H 1.7010 -1.2106 -0.8298
H -1.5223 0.2751 0.1396
O -3.3869 -0.4004 -0.2610
H -2.9084 0.6091 1.3883
C 1.9975 -0.3174 -0.2340
C -2.5807 0.1693 0.4314
```

Summary:
Net charge = 0
Total energy = -7739.313 eV
Maximum force = 0.0197 hartree/bohr
SMILES string = NC=O.C=O
Highest occupied orbital energy = -10.263 eV

***

6.
Molecular formula: C3H10NOS
Method: DFT, ωB97M-V/def2-TZVPD

Structure (XYZ):
```
16
Properties=species:S:1:pos:R:3
C 0.0621 -0.9158 1.1486
H 0.1367 -0.3491 -1.8520
H -1.3060 0.2467 -1.7411
H 1.8264 0.4504 -0.5359
C -0.2319 0.2341 0.1481
H 0.2826 -0.5876 2.1744
H 1.3575 2.1605 -1.8137
H -1.1182 0.8058 0.4316
H -1.7408 -1.5291 2.6680
N -0.6793 -0.3862 -1.2271
H 0.9799 -1.5229 0.9760
O 0.5825 1.8168 -1.3243
H -1.0365 -1.2886 -0.9584
S -1.4195 -1.8822 1.4107
H 1.2988 1.6623 0.6879
C 1.0055 1.0850 -0.1928
```

Summary:
Net charge = +2
Total energy = -17625.097 eV
Maximum force = 0.0409 hartree/bohr
Highest occupied orbital energy (spin up / spin down) = -19.254 / -19.244 eV
Spin multiplicity = 2

***

Looking at energy above the lowest of the compared OMol25 structures with the same formula, charge and spin for the records above, in order, we have 20.58, 556.70, 311.97, 16.28, 138.82, 79.90 kJ/mol.